Record 1
Below is C32H34AsF6NO3P2S2W as an isolated structure, with properties calculated with ωB97M-V/def2-TZVPD.

Last column: Mulliken spin population.
Cartesian coordinates (Å):
W 0.530 -2.061 0.183  1.24
O 0.267 -0.405 1.434  0.09
P -0.276 0.994 1.618  -0.01
C -1.524 1.284 0.329  0.02
P -0.928 0.709 -1.286  0.00
O -0.181 -0.608 -1.201  0.00
C -2.365 0.524 -2.329  0.00
C -3.376 1.483 -2.337  0.00
C -4.456 1.336 -3.191  0.00
C -4.523 0.237 -4.039  0.00
C -3.514 -0.715 -4.035  0.00
C -2.430 -0.575 -3.182  -0.01
C 0.155 1.956 -1.968  0.00
C 1.248 1.520 -2.713  -0.01
C 2.101 2.449 -3.286  0.00
C 1.867 3.806 -3.115  0.00
C 0.776 4.242 -2.375  0.00
C -0.085 3.319 -1.805  0.00
C 0.979 2.237 1.401  0.01
C 2.178 1.912 0.777  -0.01
C 3.104 2.912 0.520  0.00
C 2.835 4.220 0.892  0.00
C 1.642 4.543 1.530  0.00
C 0.712 3.551 1.788  0.00
C -1.032 1.212 3.212  0.01
C -2.405 1.367 3.389  0.00
C -2.927 1.459 4.669  0.00
C -2.080 1.386 5.767  0.00
C -0.711 1.226 5.593  0.00
C -0.181 1.142 4.317  0.00
H -1.777 2.346 0.291  0.00
H -2.429 0.718 0.554  0.00
H -3.330 2.346 -1.682  0.00
H -5.244 2.076 -3.197  0.00
H -5.367 0.125 -4.706  0.00
H -3.571 -1.568 -4.698  0.00
H -1.638 -1.314 -3.171  0.00
H 1.441 0.460 -2.817  0.00
H 2.954 2.113 -3.861  0.00
H 2.538 4.529 -3.560  0.00
H 0.597 5.300 -2.240  0.00
H -0.931 3.676 -1.229  0.00
H 2.394 0.885 0.508  -0.01
H 4.042 2.662 0.041  0.00
H 3.565 4.995 0.698  0.00
H 1.447 5.562 1.837  0.00
H -0.210 3.796 2.305  0.00
H -3.075 1.428 2.540  0.00
H -3.991 1.589 4.811  0.00
H -2.490 1.456 6.766  0.00
H -0.056 1.162 6.451  0.00
H 0.884 1.003 4.179  0.00
N -1.330 -4.743 2.879  0.01
C -1.082 -3.971 1.838  0.01
O 0.049 -3.444 1.723  0.00
C -2.080 -3.683 0.769  -0.02
C -1.672 -2.343 0.159  -0.01
H -0.597 -4.902 3.555  0.00
H -2.227 -5.178 3.007  0.00
H -3.103 -3.720 1.148  0.00
H -1.978 -4.489 0.034  0.00
H -2.085 -1.536 0.777  0.01
H -2.096 -2.244 -0.839  0.01
C 3.508 -2.149 -3.586  0.00
C 2.503 -2.469 -2.509  -0.05
S 2.534 -1.466 -1.118  -0.12
C 1.663 -3.539 -2.588  0.01
C 1.623 -4.508 -3.737  0.00
S 0.611 -3.873 -1.269  -0.19
H 4.099 -1.276 -3.316  0.00
H 3.011 -1.947 -4.537  0.00
H 4.192 -2.985 -3.738  0.00
H 2.460 -4.353 -4.415  0.00
H 0.701 -4.402 -4.312  0.00
H 1.667 -5.537 -3.378  0.00
F 2.087 -2.231 1.582  0.02
As 2.684 -1.884 3.400  0.00
F 2.663 -0.211 2.958  0.00
F 1.009 -1.759 3.804  0.00
F 3.205 -1.557 4.985  0.00
F 2.584 -3.579 3.608  0.00
F 4.244 -2.034 2.736  0.00

* frontier orbital gap (alpha / beta): 6.61 / 7.31 eV
* HOMO energy (alpha / beta): -10.2 / -10.2 eV
* relative energy (zero: lowest compared OMol25 entry of this formula, charge and spin): 26.6 kJ/mol
* charge: +1
* multiplicity: 2
* <S²>: 0.902
* strongest force on any atom: 0.589 eV Å⁻¹

***

Record 2
Below is C32H34AsF6NO3P2S2W as an isolated structure, with properties calculated with ωB97M-V/def2-TZVPD.

Last column: Mulliken spin population.
Cartesian coordinates (Å):
W 0.255 0.305 -0.090  1.02
O -0.504 0.340 1.842  0.03
P -0.444 -0.177 3.266  0.01
C 1.320 -0.267 3.701  0.00
P 2.240 -1.230 2.461  -0.01
O 1.717 -0.887 1.086  0.03
C 3.964 -0.807 2.629  0.00
C 4.794 -1.504 3.507  0.00
C 6.118 -1.122 3.650  0.00
C 6.612 -0.051 2.916  0.00
C 5.788 0.642 2.041  0.00
C 4.461 0.270 1.895  0.00
C 2.022 -2.967 2.798  0.00
C 2.043 -3.833 1.705  0.00
C 1.875 -5.193 1.898  0.00
C 1.681 -5.693 3.178  0.00
C 1.655 -4.836 4.268  0.00
C 1.827 -3.473 4.082  0.00
C -1.137 -1.804 3.471  0.00
C -1.287 -2.637 2.366  -0.01
C -1.758 -3.930 2.538  0.00
C -2.069 -4.390 3.806  0.00
C -1.917 -3.562 4.915  0.00
C -1.454 -2.271 4.751  0.00
C -1.271 0.929 4.383  0.00
C -0.572 1.918 5.076  0.00
C -1.257 2.811 5.883  0.00
C -2.638 2.725 5.992  0.00
C -3.339 1.749 5.295  0.00
C -2.661 0.849 4.492  0.00
H 1.470 -0.657 4.708  0.00
H 1.729 0.747 3.652  0.00
H 4.417 -2.355 4.061  0.00
H 6.767 -1.663 4.325  0.00
H 7.648 0.242 3.026  0.00
H 6.181 1.473 1.470  0.00
H 3.807 0.811 1.221  0.00
H 2.167 -3.434 0.706  0.00
H 1.886 -5.865 1.050  0.00
H 1.544 -6.756 3.327  0.00
H 1.495 -5.227 5.264  0.00
H 1.795 -2.815 4.941  0.00
H -1.060 -2.282 1.370  0.04
H -1.900 -4.561 1.671  0.00
H -2.447 -5.396 3.937  0.00
H -2.177 -3.923 5.901  0.00
H -1.358 -1.619 5.612  0.00
H 0.503 2.001 4.991  0.00
H -0.715 3.576 6.423  0.00
H -3.170 3.425 6.622  0.00
H -4.415 1.691 5.377  0.00
H -3.211 0.090 3.949  0.00
N 1.232 -2.996 -2.523  0.01
C 1.341 -1.892 -1.805  0.00
O 0.377 -1.546 -1.084  0.02
C 2.553 -1.033 -1.763  0.03
C 2.071 0.365 -1.357  -0.03
H 0.343 -3.478 -2.530  0.00
H 1.955 -3.276 -3.162  0.00
H 3.111 -1.061 -2.701  0.00
H 3.196 -1.459 -0.985  0.00
H 1.740 0.910 -2.245  0.00
H 2.885 0.942 -0.930  0.00
C 1.900 4.631 -0.658  0.00
C 1.060 3.385 -0.640  0.01
S 1.228 2.318 0.716  -0.06
C 0.134 3.127 -1.593  0.00
C -0.146 4.059 -2.738  0.00
S -0.853 1.704 -1.471  -0.08
H 2.469 4.736 0.263  0.00
H 1.274 5.517 -0.781  0.00
H 2.604 4.611 -1.493  0.00
H -0.490 5.030 -2.377  0.00
H -0.911 3.654 -3.397  0.00
H 0.755 4.228 -3.331  0.00
F -1.666 -0.645 -0.135  0.01
As -2.974 -1.672 -1.110  0.00
F -3.727 -1.838 0.423  0.00
F -3.759 -0.170 -1.353  0.00
F -4.138 -2.588 -1.939  0.00
F -1.999 -1.390 -2.499  0.00
F -1.994 -3.054 -0.740  0.00

* frontier orbital gap (alpha / beta): 7.38 / 7.36 eV
* HOMO energy (alpha / beta): -10.5 / -10.4 eV
* relative energy (zero: lowest compared OMol25 entry of this formula, charge and spin): 0.0 kJ/mol
* charge: +1
* multiplicity: 2
* <S²>: 0.774
* strongest force on any atom: 0.753 eV Å⁻¹

***

Record 3
Below is C32H34BN6OPdS as an isolated structure, with properties calculated with ωB97M-V/def2-TZVPD.

Last column: Mulliken charge in e.
Cartesian coordinates (Å):
Pd -0.093 0.198 -0.199  -0.10
C -4.509 -2.627 -0.964  -1.41
C -3.631 -1.434 -1.126  0.65
C -3.858 -0.267 -1.829  -1.46
C -2.717 0.522 -1.657  0.50
N -1.866 -0.156 -0.884  1.20
N -2.413 -1.345 -0.560  -0.31
B -1.632 -2.351 0.310  -0.03
N -0.319 -2.711 -0.451  0.74
N 0.373 -1.741 -1.099  0.01
C 1.420 -2.308 -1.691  0.13
C 1.401 -3.686 -1.431  -1.39
C 0.281 -3.901 -0.648  0.60
C -0.246 -5.176 -0.081  -1.33
C 2.397 -1.539 -2.487  0.20
C 3.606 -2.136 -2.847  -0.31
C 4.565 -1.427 -3.554  -0.81
C 4.329 -0.108 -3.918  -0.43
C 3.125 0.491 -3.576  -0.92
C 2.168 -0.220 -2.869  0.18
N -1.356 -1.671 1.683  0.71
N -0.963 -0.371 1.724  0.08
C -0.819 -0.026 3.001  -0.08
C -1.126 -1.132 3.809  -1.44
C -1.467 -2.150 2.937  0.67
C -1.897 -3.546 3.236  -1.39
C -0.423 1.331 3.431  0.46
C -0.142 1.563 4.778  -0.21
C 0.258 2.815 5.216  -0.93
C 0.378 3.863 4.313  -0.38
C 0.093 3.646 2.973  -0.94
C -0.303 2.392 2.537  0.09
C -2.425 1.858 -2.199  0.66
C -1.231 2.511 -1.912  0.39
C -0.945 3.765 -2.420  -1.32
C -1.875 4.392 -3.239  -0.41
C -3.072 3.756 -3.537  -0.75
C -3.347 2.499 -3.023  -0.84
H -5.438 -2.467 -1.506  0.40
H -4.748 -2.804 0.084  0.28
H -4.032 -3.525 -1.357  0.29
H -4.742 -0.026 -2.392  0.55
H -2.279 -3.339 0.476  -0.13
H 2.076 -4.443 -1.791  0.51
H 0.297 -6.018 -0.506  0.41
H -1.305 -5.305 -0.299  0.28
H -0.123 -5.209 1.002  0.14
H 3.807 -3.161 -2.565  0.32
H 5.496 -1.907 -3.824  0.42
H 5.075 0.446 -4.471  0.41
H 2.924 1.513 -3.867  0.44
H 1.224 0.261 -2.639  0.68
H -1.141 -1.191 4.883  0.50
H -2.131 -3.638 4.295  0.41
H -1.109 -4.263 3.003  0.15
H -2.780 -3.824 2.664  0.28
H -0.231 0.758 5.495  0.35
H 0.471 2.973 6.264  0.41
H 0.686 4.842 4.653  0.41
H 0.173 4.458 2.262  0.44
H -0.537 2.257 1.488  0.70
H -0.507 2.011 -1.266  0.30
H -0.009 4.249 -2.179  0.51
H -1.666 5.373 -3.643  0.41
H -3.798 4.241 -4.175  0.41
H -4.284 2.016 -3.266  0.37
C 2.750 -0.144 2.857  -0.85
S 2.335 -0.711 1.227  0.84
C 3.970 -0.902 0.560  -0.79
O 1.767 0.552 0.509  -0.60
H 3.145 -0.997 3.409  0.45
H 1.831 0.206 3.322  -0.01
H 3.480 0.662 2.798  0.43
H 4.367 -1.844 0.937  0.42
H 4.599 -0.062 0.849  0.43
H 3.865 -0.955 -0.522  -0.02

* frontier orbital gap: 7.42 eV
* HOMO energy: -11.0 eV
* charge: +1
* strongest force on any atom: 0.798 eV Å⁻¹